{
  "formula": "C20H19N2O",
  "method": "ωB97M-V/def2-TZVPD",
  "species": ["C", "C", "N", "C", "C", "C", "C", "C", "C", "C", "C", "C", "C", "C", "C", "H", "H", "H", "H", "H", "H", "H", "H", "H", "H", "H", "H", "C", "O", "C", "C", "C", "N", "C", "C", "H", "H", "H", "H", "H", "H", "H"],
  "coordinates": [[-1.370, 1.977, 1.296], [-1.350, 0.568, 0.786], [-0.584, -0.338, 1.403], [-0.935, -1.666, 1.783], [-2.203, -2.197, 1.967], [-2.299, -3.440, 2.633], [-1.147, -4.099, 3.112], [0.117, -3.498, 3.029], [0.202, -2.264, 2.392], [1.283, -1.327, 2.321], [0.789, -0.137, 1.741], [1.587, 0.981, 1.594], [2.952, 0.853, 1.942], [3.462, -0.336, 2.486], [2.614, -1.427, 2.714], [-2.354, 2.451, 1.242], [-0.984, 2.069, 2.335], [-0.735, 2.600, 0.632], [-2.054, 0.152, 0.031], [-3.069, -1.639, 1.604], [-3.281, -3.889, 2.780], [-1.228, -5.083, 3.586], [1.027, -3.937, 3.441], [1.168, 1.911, 1.223], [3.620, 1.696, 1.784], [4.520, -0.423, 2.751], [2.939, -2.363, 3.165], [-0.014, 1.318, -6.248], [0.266, 2.240, -5.177], [0.010, 1.865, -3.895], [0.199, 2.827, -2.893], [-0.076, 2.511, -1.570], [-0.572, 1.335, -1.168], [-0.735, 0.402, -2.101], [-0.445, 0.594, -3.452], [0.168, 1.920, -7.133], [0.694, 0.485, -6.193], [-1.059, 0.992, -6.203], [0.528, 3.832, -3.126], [0.104, 3.272, -0.813], [-1.122, -0.532, -1.699], [-0.632, -0.258, -4.102]],
  "total_charge": 1,
  "mol_weight_g_mol": 303.4,
  "relative_energy_kcal_mol": 40.58,
  "lumo_energy_ev": -3.99,
  "total_energy_ha": -958.004513,
  "homo_ev": -11.411
}


{
  "formula": "C16H21N5OS",
  "method": "ωB97M-V/def2-TZVPD",
  "species": ["C", "C", "N", "C", "S", "C", "C", "O", "N", "C", "C", "C", "C", "C", "N", "N", "C", "C", "C", "C", "N", "C", "C", "H", "H", "H", "H", "H", "H", "H", "H", "H", "H", "H", "H", "H", "H", "H", "H", "H", "H", "H", "H", "H"],
  "coordinates": [[-1.163, -2.915, 0.589], [-1.674, -2.496, -0.787], [-1.248, -1.159, -1.111], [0.010, -0.791, -1.496], [1.269, -1.942, -1.843], [2.462, -0.859, -2.672], [3.236, 0.147, -1.816], [4.088, 0.825, -2.347], [2.928, 0.183, -0.514], [3.370, 1.238, 0.373], [2.188, 2.150, 0.739], [1.633, 1.534, 2.020], [2.895, 1.149, 2.788], [3.867, 0.649, 1.710], [0.117, 0.511, -1.554], [-1.063, 1.025, -1.194], [-1.885, 0.045, -0.926], [-3.266, 0.235, -0.511], [-4.323, -0.472, -1.083], [-5.607, -0.211, -0.631], [-5.886, 0.675, 0.308], [-4.885, 1.364, 0.830], [-3.562, 1.189, 0.461], [-0.076, -2.917, 0.605], [-1.529, -2.231, 1.353], [-1.515, -3.916, 0.820], [-2.765, -2.528, -0.803], [-1.280, -3.171, -1.553], [1.925, -0.299, -3.438], [3.173, -1.528, -3.160], [2.153, -0.369, -0.182], [4.153, 1.774, -0.168], [1.457, 2.192, -0.067], [2.550, 3.158, 0.939], [1.000, 2.224, 2.575], [1.043, 0.645, 1.787], [3.304, 2.034, 3.276], [2.708, 0.397, 3.553], [3.854, -0.440, 1.650], [4.889, 0.955, 1.922], [-4.159, -1.179, -1.882], [-6.457, -0.738, -1.045], [-5.161, 2.090, 1.583], [-2.769, 1.770, 0.903]],
  "total_charge": 0,
  "smiles": "CCn1c(SCC(=O)NC2CCCC2)nnc1-c1ccncc1",
  "mol_weight_g_mol": 331.4,
  "relative_energy_kcal_mol": 0.00,
  "lumo_energy_ev": 0.31,
  "total_energy_ha": -1369.522077,
  "homo_ev": -8.753
}


{
  "formula": "CH4N2O2",
  "method": "ωB97M-V/def2-TZVPD",
  "species": ["O", "N", "C", "N", "O", "H", "H", "H", "H"],
  "coordinates": [[-2.261, -0.517, -0.031], [-0.894, -0.695, 0.063], [-0.191, 0.353, 0.000], [1.197, 0.331, 0.180], [1.794, -0.892, -0.181], [-2.451, 0.427, -0.171], [-0.598, 1.369, -0.099], [1.646, 1.036, -0.400], [1.758, -1.412, 0.639]],
  "total_charge": 0,
  "smiles": "O/N=C/NO",
  "mol_weight_g_mol": 76.1,
  "relative_energy_kcal_mol": 77.78,
  "lumo_energy_ev": 0.80,
  "total_energy_ha": -300.363695,
  "homo_ev": -9.058
}


{
  "formula": "C28H18F5InN4O3S2",
  "method": "ωB97M-V/def2-TZVPD",
  "species": ["In", "O", "C", "N", "C", "C", "C", "C", "C", "C", "N", "C", "O", "C", "C", "C", "C", "C", "N", "C", "C", "C", "C", "C", "N", "H", "H", "H", "H", "H", "H", "H", "H", "H", "H", "H", "H", "C", "C", "S", "C", "C", "S", "H", "H", "H", "H", "H", "H", "F", "C", "C", "F", "C", "F", "C", "O", "C", "F", "C", "F"],
  "coordinates": [[-0.112, 0.473, 0.162], [-1.952, 4.310, -0.655], [-1.677, 3.078, -0.494], [-0.538, 2.627, 0.088], [0.242, 3.430, 0.911], [0.247, 4.864, 0.904], [1.194, 5.547, 1.654], [1.986, 4.809, 2.576], [1.743, 3.482, 2.856], [1.009, 2.754, 1.892], [0.976, 1.366, 1.934], [0.772, 0.739, 3.143], [1.425, 0.913, 4.163], [-0.286, -0.288, 3.117], [-0.510, -1.047, 4.257], [-1.788, -1.678, 4.456], [-2.683, -1.588, 3.391], [-2.257, -1.109, 2.151], [-1.121, -0.402, 2.047], [-2.513, 2.021, -1.075], [-3.668, 2.348, -1.764], [-4.568, 1.353, -2.165], [-4.289, 0.022, -1.818], [-3.052, -0.274, -1.250], [-2.209, 0.719, -0.832], [-0.466, 5.336, 0.245], [1.402, 6.613, 1.517], [2.871, 5.321, 2.933], [2.209, 2.981, 3.674], [0.324, -1.091, 4.988], [-1.946, -2.204, 5.378], [-3.713, -1.981, 3.443], [-2.892, -1.212, 1.247], [-3.881, 3.376, -1.889], [-5.462, 1.621, -2.692], [-4.950, -0.754, -2.183], [-2.781, -1.304, -1.054], [2.021, -1.189, -4.556], [1.576, -0.448, -3.293], [0.042, 0.119, -3.170], [2.560, -0.341, -2.266], [3.822, -1.113, -2.507], [2.313, 0.675, -0.910], [1.160, -0.995, -5.248], [2.091, -2.306, -4.453], [2.929, -0.833, -5.012], [4.354, -0.799, -3.411], [3.598, -2.177, -2.652], [4.529, -0.959, -1.675], [2.906, -5.722, -0.490], [1.921, -4.757, -0.473], [0.772, -4.901, -1.272], [0.541, -6.003, -2.060], [-0.169, -3.881, -1.257], [-1.270, -4.110, -1.993], [0.015, -2.678, -0.533], [-0.667, -1.576, -0.681], [1.130, -2.664, 0.318], [1.352, -1.579, 1.089], [2.118, -3.602, 0.306], [3.271, -3.330, 0.947]],
  "total_charge": -2,
  "mol_weight_g_mol": 732.4,
  "relative_energy_kcal_mol": 12.37,
  "lumo_energy_ev": 4.06,
  "total_energy_ha": -3008.423157,
  "homo_ev": 0.431
}


{
  "formula": "C5H8O",
  "method": "ωB97M-V/def2-TZVPD",
  "species": ["O", "C", "C", "C", "C", "C", "H", "H", "H", "H", "H", "H", "H", "H"],
  "coordinates": [[1.248, -1.428, 0.028], [0.876, -0.496, 1.003], [0.439, 0.903, 0.644], [-0.135, 0.811, -0.754], [-1.227, -0.286, -0.198], [-0.556, -0.141, 1.135], [2.080, -1.134, -0.367], [1.374, -0.625, 1.959], [0.845, 1.739, 1.212], [0.603, 0.554, -1.523], [-1.032, 1.283, -1.091], [-2.268, 0.104, -0.148], [-1.264, -1.254, -0.694], [-1.072, -0.094, 2.081]],
  "total_charge": 0,
  "smiles": "O[C@H]1[C@H]2CC[C@@H]12",
  "mol_weight_g_mol": 84.1,
  "relative_energy_kcal_mol": 69.44,
  "lumo_energy_ev": 0.94,
  "total_energy_ha": -270.447236,
  "homo_ev": -9.346
}


{
  "formula": "C5H16O3",
  "method": "ωB97M-V/def2-TZVPD",
  "species": ["C", "C", "O", "H", "H", "H", "H", "H", "H", "C", "C", "O", "H", "H", "H", "H", "H", "H", "C", "O", "H", "H", "H", "H"],
  "coordinates": [[-2.248, -0.702, 3.439], [-2.005, 0.147, 4.710], [-0.755, 0.801, 4.630], [-1.514, -1.463, 3.174], [-2.329, 0.156, 2.772], [-3.227, -1.159, 3.583], [-1.949, -0.599, 5.504], [-2.864, 0.808, 4.820], [-0.649, 1.098, 5.536], [2.697, 0.653, -4.424], [2.063, -0.665, -3.811], [0.830, -0.768, -4.496], [3.610, 0.885, -3.875], [1.919, 1.400, -4.271], [2.904, 0.588, -5.492], [1.921, -0.612, -2.732], [2.595, -1.603, -3.971], [0.272, -0.008, -4.314], [-0.160, -0.159, -0.089], [-0.220, 1.154, 0.303], [0.709, -0.282, -0.736], [0.063, -0.796, 0.767], [-1.121, -0.436, -0.522], [-0.542, 1.560, -0.506]],
  "total_charge": 0,
  "smiles": "CCO.CCO.CO",
  "mol_weight_g_mol": 124.2,
  "relative_energy_kcal_mol": 45.54,
  "lumo_energy_ev": 0.63,
  "total_energy_ha": -425.738150,
  "homo_ev": -10.179
}


Values of max |F|, in order: 0.0299, 0.0250, 0.0092, 0.0941, 0.0541, 0.0522, all in Eh/bohr.